{"formula": "C20H28BeNO2S", "method": "ωB97M-V/def2-TZVPD", "species": ["O", "C", "C", "H", "H", "C", "H", "H", "C", "H", "H", "H", "C", "H", "H", "H", "Be", "C", "C", "C", "H", "C", "C", "H", "H", "H", "H", "C", "C", "C", "H", "C", "C", "H", "H", "H", "H", "O", "C", "C", "H", "H", "C", "H", "H", "C", "H", "H", "H", "H", "S", "C", "N"], "coordinates": [[1.50343, -2.22339, -0.03745], [1.55003, -3.16302, 1.12373], [2.31907, -4.24231, 0.38728], [0.53393, -3.45502, 1.43583], [2.11609, -2.74553, 1.97048], [2.24559, -3.22898, -0.78327], [1.78692, -5.18447, 0.24330], [3.32458, -4.37311, 0.79776], [1.46357, -3.70859, -1.98897], [0.40959, -3.87642, -1.74377], [1.90472, -4.63626, -2.38284], [1.51731, -2.94865, -2.77840], [3.67258, -2.85143, -1.13454], [4.21544, -2.49212, -0.25306], [3.70941, -2.10779, -1.93179], [4.18662, -3.75051, -1.49675], [-1.11544, 2.80753, -0.41205], [0.05262, 4.25654, -0.31008], [-0.22990, 4.06356, 1.09450], [0.69655, 3.12276, 1.61385], [-0.92135, 4.66826, 1.68386], [1.56110, 2.72120, 0.56458], [1.22406, 3.45160, -0.60141], [1.79346, 3.46999, -1.52532], [-0.36580, 5.06505, -0.92368], [0.79294, 2.82451, 2.66600], [2.38790, 2.01632, 0.66351], [-2.59312, 2.84730, -2.87422], [-1.20656, 2.88518, -2.59053], [-0.86588, 1.68129, -1.82699], [-0.48553, 3.59596, -3.01049], [-2.10232, 0.90269, -1.72475], [-3.13504, 1.64773, -2.31371], [-4.16953, 1.32630, -2.40083], [-3.14853, 3.56603, -3.47591], [0.14184, 1.26758, -1.70438], [-2.17268, -0.11713, -1.35598], [-1.32564, -2.09373, 0.87644], [-0.68359, -0.79060, 0.73070], [0.10205, -0.53018, 2.01302], [-1.46995, -0.00947, 0.68449], [-0.14460, -0.77978, -0.21329], [-0.86741, -1.14079, 3.05790], [0.28764, 0.53563, 2.17264], [1.06464, -1.05542, 2.04424], [-1.83901, -2.03270, 2.25378], [-1.42174, -0.32704, 3.54247], [-0.35094, -1.70065, 3.84538], [-2.82952, -1.52793, 2.25356], [-1.92834, -3.06042, 2.62360], [-4.99775, 4.44821, 0.80038], [-3.62316, 3.75265, 0.45361], [-2.57032, 3.22959, 0.19759]], "atomic_forces_ev_per_a": [[1.2, -2.0, 1.0], [-0.7, 0.5, 0.4], [-0.5, 0.6, -0.1], [0.4, 0.4, -0.1], [-0.3, 0.1, -0.3], [0.7, -1.0, -0.4], [0.2, 0.1, 0.0], [-0.2, -0.3, -0.3], [0.1, 0.2, -0.3], [0.2, 0.0, 0.1], [-0.1, 0.2, 0.1], [-0.1, -0.1, 0.1], [0.0, 0.3, -0.4], [-0.2, 0.1, -0.2], [0.1, 0.2, 0.1], [-0.1, 0.1, 0.0], [-0.6, 0.8, 0.0], [1.2, 0.1, 0.8], [1.3, 0.1, 0.3], [-0.6, 0.4, -0.2], [0.0, -0.5, -0.3], [0.2, 0.8, -0.8], [0.0, 0.2, 1.2], [-0.3, -0.3, 0.0], [0.2, -0.5, 0.3], [-0.3, 0.0, -0.6], [-0.3, 0.2, -0.1], [1.1, -0.6, 0.3], [-0.9, -0.8, -0.7], [-0.9, -0.4, -0.2], [-0.4, -0.2, 0.5], [0.1, 0.9, -0.9], [0.8, -0.4, -0.3], [0.2, 0.1, 0.2], [0.2, 0.0, 0.4], [-0.5, 0.2, -0.1], [-0.1, 0.4, 0.1], [0.0, 1.1, 1.5], [-0.8, 0.3, -0.1], [-0.1, -0.6, 0.1], [0.2, -0.4, 0.0], [0.0, 0.0, 0.3], [0.1, 0.2, 0.2], [-0.1, -0.2, -0.1], [-0.3, 0.3, -0.2], [0.0, 0.4, -1.0], [0.0, -0.3, 0.0], [0.0, 0.1, -0.2], [0.4, -0.5, -0.2], [0.0, 0.2, -0.1], [-1.3, 0.7, 0.3], [4.3, -2.2, -1.0], [-3.4, 1.1, 0.6]], "max_force_ev_per_a": 4.894, "relative_energy_kcal_mol": 0.0, "charge": -1, "spin_multiplicity": 1}

=====

{"formula": "C20H28BiClN3O5", "method": "ωB97M-V/def2-TZVPD", "species": ["Bi", "Cl", "N", "N", "C", "C", "C", "C", "C", "C", "H", "H", "H", "H", "H", "H", "C", "C", "C", "C", "H", "H", "H", "H", "H", "H", "O", "H", "H", "O", "H", "H", "C", "C", "C", "H", "H", "C", "C", "H", "C", "C", "C", "C", "H", "C", "H", "H", "H", "H", "H", "H", "H", "H", "O", "N", "O", "O"], "coordinates": [[0.07798, -0.02150, 0.02915], [-1.99742, 0.30919, 1.93698], [0.10064, 2.13772, 0.27037], [-0.03227, -2.13290, 0.55852], [-0.85892, 2.89032, -0.22374], [-0.83281, -2.93631, -0.10738], [1.11111, 2.90665, 0.98306], [0.35810, 4.20694, 1.13284], [2.32619, 3.01240, 0.06943], [1.46965, 2.25441, 2.29578], [2.02028, 3.05472, -0.98873], [2.99577, 2.15269, 0.20348], [2.85870, 3.93145, 0.32073], [0.64851, 2.33810, 3.01317], [2.36228, 2.72233, 2.71061], [1.69936, 1.18832, 2.17854], [0.81788, -2.84646, 1.50652], [0.62935, -4.25045, 0.99633], [0.24013, -2.67650, 2.88258], [2.26414, -2.35222, 1.42806], [2.62907, -2.37624, 0.39007], [2.87330, -3.02234, 2.04146], [2.36399, -1.32974, 1.82077], [-0.82223, -2.93964, 2.91799], [0.32701, -1.65814, 3.20869], [0.81628, -3.25852, 3.59666], [-0.60063, -4.19356, 0.14080], [0.44119, -4.97814, 1.77835], [1.44003, -4.56551, 0.33285], [-0.72437, 4.14272, 0.10628], [0.95610, 5.08536, 0.91810], [-0.14732, 4.28234, 2.10291], [-2.01279, 2.43863, -1.04679], [-1.93346, -2.55728, -1.03475], [-1.64231, -1.29351, -1.79856], [-2.82690, -2.42990, -0.40617], [-2.07379, -3.40802, -1.69594], [-2.03479, -0.06208, -1.20486], [-1.68954, 1.17954, -1.80786], [-2.65989, -0.06729, -0.30083], [-1.02883, 1.17316, -3.03101], [-0.69435, -0.04496, -3.61132], [-0.57890, 2.46092, -3.65917], [-0.97579, -1.26914, -3.01911], [-0.15334, -0.03921, -4.55553], [-0.45950, -2.54245, -3.62749], [-0.04029, -2.34081, -4.62031], [-1.24523, -3.30218, -3.73527], [0.34585, -2.97361, -3.00885], [-1.39394, 3.19327, -3.73157], [-0.19437, 2.27304, -4.66883], [0.23709, 2.92232, -3.07597], [-2.25351, 3.26960, -1.70527], [-2.84450, 2.26902, -0.34897], [1.15704, 0.31358, 4.35281], [0.06595, 0.06355, 3.98571], [-1.03685, -0.29552, 4.45192], [0.15583, -0.00820, 2.35277]], "atomic_forces_ev_per_a": [[0.9, 0.0, 0.0], [-5.2, 0.9, -0.8], [-2.3, 2.3, -0.9], [-2.0, -2.4, -0.9], [2.5, -2.0, 1.8], [2.1, 2.1, 2.2], [-0.3, -0.2, -0.5], [-0.8, 0.5, -0.3], [0.3, 0.2, -0.3], [0.6, 0.4, 0.4], [0.1, 0.0, 0.3], [-0.2, 0.2, -0.1], [0.3, 0.0, 0.0], [0.2, 0.0, -0.2], [0.1, 0.4, 0.1], [-0.1, 0.6, -0.1], [-0.1, 0.3, -0.4], [-0.5, -0.7, -0.8], [-0.1, -0.5, 0.9], [0.0, -0.2, 0.0], [-0.1, 0.0, 0.3], [0.1, 0.0, 0.0], [-0.2, -0.3, -0.1], [0.2, -0.1, 0.0], [0.0, -0.5, -0.6], [0.0, -0.6, 0.1], [0.6, -2.2, 0.6], [0.0, -0.1, -0.1], [-0.1, -0.1, 0.0], [0.2, 2.1, 0.7], [-0.1, 0.2, 0.0], [0.1, 0.0, -0.2], [0.4, -0.1, -0.1], [0.2, 0.1, -0.1], [-1.0, -0.7, -2.0], [0.1, 0.0, -0.1], [-0.2, -0.1, -0.1], [1.3, 0.0, 1.7], [-1.1, 0.7, -2.1], [0.0, 0.0, -0.5], [-0.5, 0.6, 1.4], [0.7, -0.2, -1.6], [0.2, 0.2, -0.2], [-0.4, -0.5, 1.2], [0.0, 0.0, 0.1], [0.2, -0.1, -0.2], [-0.1, -0.1, 0.2], [0.2, 0.1, 0.0], [-0.3, 0.1, -0.2], [0.2, -0.1, 0.0], [-0.1, 0.1, 0.2], [-0.3, -0.1, -0.2], [-0.2, 0.1, -0.1], [0.1, 0.0, 0.0], [0.3, 0.3, 2.8], [-3.3, -1.5, -5.8], [4.3, 1.6, 0.0], [3.2, -0.6, 4.6]], "max_force_ev_per_a": 6.863, "relative_energy_kcal_mol": 96.6, "charge": -1, "spin_multiplicity": 1}

=====

{"formula": "C20H28Cl6NO5P", "method": "ωB97M-V/def2-TZVPD", "species": ["C", "C", "C", "O", "O", "C", "C", "C", "C", "C", "P", "O", "C", "C", "C", "C", "O", "N", "C", "C", "O", "H", "H", "H", "H", "H", "H", "H", "H", "H", "H", "H", "H", "H", "H", "H", "H", "Cl", "C", "C", "Cl", "H", "H", "H", "H", "Cl", "C", "C", "Cl", "H", "H", "H", "H", "Cl", "C", "C", "Cl", "H", "H", "H", "H"], "coordinates": [[7.66368, -0.67881, 1.43321], [6.98942, -0.38455, -0.01854], [5.56198, 0.36404, 0.14490], [5.40567, 1.04630, 1.18389], [4.63021, 0.21810, -0.90811], [3.31551, 0.71934, -0.55201], [2.52638, -0.45198, 0.21083], [1.34228, 0.03957, 1.15114], [1.30749, 1.42486, 1.89258], [0.09832, 1.78883, 2.83269], [-0.03670, 3.42061, 3.78414], [-1.48556, 3.95440, 3.53422], [-1.10344, 0.79736, 3.05183], [-1.07095, -0.55085, 2.30769], [0.13308, -0.88801, 1.38343], [-0.23414, -2.32724, 0.82150], [0.43397, -3.19553, 0.22315], [-1.64559, -2.63584, 1.15801], [-2.67808, -2.25479, 0.11676], [-2.06745, -1.79347, 2.28673], [-2.96964, -1.92334, 3.13990], [7.99574, 0.30535, 1.91862], [8.58904, -1.34157, 1.31068], [6.93211, -1.22289, 2.14209], [6.88341, -1.40614, -0.52084], [7.74317, 0.27035, -0.59102], [2.75414, 0.88491, -1.55374], [3.31144, 1.72685, -0.02091], [2.17308, -1.18894, -0.60715], [3.29053, -1.02291, 0.85677], [2.14850, 2.18070, 1.76994], [0.04617, 3.23095, 5.21780], [0.85973, 4.43394, 3.32074], [-1.97499, 1.03508, 3.75913], [-3.69213, -2.25696, 0.67401], [-2.54612, -1.18802, -0.28046], [-2.77934, -3.04684, -0.71853], [-0.56395, -0.52115, -2.13769], [-0.38569, 0.09643, -3.79930], [1.02752, -0.06802, -4.32103], [2.18340, 0.99312, -3.47453], [-0.69773, 1.14212, -3.80747], [-1.07860, -0.47073, -4.42383], [1.06633, 0.20142, -5.37817], [1.37619, -1.09707, -4.21916], [-4.35162, 3.55828, 0.49410], [-4.40399, 4.72302, 1.84184], [-5.77997, 5.33317, 2.01780], [-6.21660, 6.41256, 0.66815], [-3.64642, 5.48633, 1.65923], [-4.12365, 4.17534, 2.74337], [-5.80272, 5.93829, 2.92604], [-6.55178, 4.56600, 2.10017], [-2.45240, -5.04465, -5.24838], [-3.40059, -5.47639, -3.80341], [-4.25182, -4.32282, -3.31185], [-3.26585, -2.99699, -2.64287], [-2.70762, -5.82046, -3.03377], [-4.04102, -6.31449, -4.08440], [-4.90955, -4.66304, -2.50962], [-4.87280, -3.91311, -4.11028]], "atomic_forces_ev_per_a": [[-0.3, 0.3, 0.0], [0.1, -0.5, 0.6], [1.2, 1.0, 1.8], [-0.5, -2.1, -3.6], [1.3, 0.7, 2.6], [-2.0, 0.1, -0.6], [0.3, 0.2, 0.2], [-2.5, 0.6, 1.6], [-3.0, -2.5, 0.7], [0.7, -3.4, -1.5], [-5.1, 0.6, -1.2], [3.1, -1.1, 0.6], [2.5, -1.2, -1.9], [3.2, 2.3, -0.7], [-0.9, 1.9, 1.7], [1.0, -1.4, -1.2], [-1.8, 3.5, 1.8], [-0.8, 1.7, 1.2], [-1.4, -0.8, -0.2], [0.2, 1.7, 2.5], [2.8, -0.2, -3.5], [-0.6, -1.5, -0.7], [-1.3, 0.9, 0.0], [1.1, 1.0, -1.2], [-0.1, 1.7, 0.3], [-1.5, -1.0, 0.6], [1.4, -0.4, 2.4], [0.5, -1.6, -0.4], [0.2, 1.1, 1.6], [-1.2, 0.8, -0.8], [-1.3, -1.3, 0.2], [0.9, -0.2, -1.0], [0.4, -1.0, 0.4], [1.6, -0.2, -1.3], [1.6, -0.1, -0.9], [0.1, -1.5, 0.4], [0.8, 1.7, 2.3], [0.1, 0.1, 0.0], [0.0, 0.1, -0.3], [-0.2, -0.2, -0.2], [-0.3, 0.0, -1.0], [0.1, -0.1, 0.1], [0.1, 0.0, 0.1], [-0.1, 0.0, 0.1], [0.0, 0.2, 0.1], [0.0, 0.0, -0.1], [0.0, 0.1, 0.3], [0.1, -0.2, 0.2], [0.0, 0.0, -0.1], [-0.1, -0.1, 0.0], [0.0, 0.1, -0.1], [0.1, 0.0, -0.1], [0.1, 0.1, -0.1], [0.0, 0.0, 0.0], [-0.1, -0.1, 0.2], [-0.2, -0.2, -0.2], [-0.4, -0.2, -1.5], [0.0, 0.1, -0.1], [0.0, 0.1, 0.0], [0.1, 0.0, 0.0], [0.2, 0.0, 0.1]], "max_force_ev_per_a": 5.321, "smiles": "CCC(=O)OCCc1cc([PH2]=O)cc2c1C(=O)N(C)C2=O.ClCCCl.ClCCCl.ClCCCl", "total_energy_ev": -117339.332, "spin_multiplicity": 1}

=====

{"formula": "C20H28ClFHoN2O2", "method": "ωB97M-V/def2-TZVPD", "species": ["Ho", "Cl", "N", "N", "C", "C", "C", "C", "C", "C", "H", "H", "H", "H", "H", "H", "C", "C", "C", "C", "H", "H", "H", "H", "H", "H", "O", "H", "H", "O", "H", "H", "C", "C", "C", "H", "H", "C", "C", "H", "C", "C", "C", "C", "H", "C", "H", "H", "H", "H", "H", "H", "H", "H", "F"], "coordinates": [[0.39927, -0.00532, 0.25222], [-0.24858, 0.02976, 2.71256], [0.13595, 2.22708, 0.08698], [0.06968, -2.22912, 0.11064], [-0.26956, 3.00639, -0.89539], [-0.32749, -3.00820, -0.87451], [1.11861, 2.99089, 0.90117], [1.51606, 4.14856, -0.04742], [2.34632, 2.22449, 1.35737], [0.37186, 3.47340, 2.12801], [2.88478, 1.77343, 0.51780], [2.10748, 1.39733, 2.04479], [3.06610, 2.86236, 1.90603], [-0.52130, 4.02167, 1.78886], [0.98948, 4.09962, 2.79680], [0.01734, 2.58449, 2.66957], [1.01467, -3.00544, 0.95749], [1.40280, -4.18841, 0.03625], [0.22994, -3.44797, 2.17576], [2.25581, -2.26724, 1.42494], [2.81422, -1.83275, 0.58940], [2.95367, -2.92277, 1.98080], [2.02983, -1.43251, 2.10765], [-0.67098, -3.97588, 1.82567], [-0.10967, -2.54177, 2.69791], [0.81560, -4.08167, 2.86582], [0.32404, -4.15809, -0.99714], [1.45600, -5.20412, 0.50242], [2.33977, -3.96441, -0.50422], [0.40644, 4.13674, -1.05092], [2.42930, 3.88719, -0.61093], [1.61300, 5.16938, 0.40034], [-1.34581, 2.57268, -1.81078], [-1.36470, -2.56488, -1.82939], [-1.30082, -1.19013, -2.49972], [-2.28631, -2.48091, -1.22536], [-1.50132, -3.38474, -2.53340], [-1.42086, 0.00665, -1.64670], [-1.29733, 1.20433, -2.49431], [-1.83880, 0.01426, -0.63215], [-1.39694, 1.20598, -3.93082], [-1.46798, 0.01499, -4.68527], [-1.60864, 2.49572, -4.73395], [-1.39992, -1.18055, -3.93812], [-1.65966, 0.01934, -5.79222], [-1.61661, -2.46380, -4.75145], [-1.70130, -2.26094, -5.83855], [-2.55372, -2.97660, -4.45458], [-0.79558, -3.18986, -4.60903], [-2.54674, 3.00665, -4.43702], [-1.68888, 2.30048, -5.82270], [-0.78752, 3.21959, -4.58184], [-1.51793, 3.39844, -2.49854], [-2.24069, 2.47594, -1.16916], [2.40853, -0.04507, -0.84360]], "atomic_forces_ev_per_a": [[1.9, 0.0, -1.3], [-0.3, 0.0, 1.4], [-0.6, 3.2, -1.2], [-0.7, -3.2, -1.3], [1.9, -2.9, 2.2], [2.0, 2.8, 2.2], [0.2, 0.8, 0.1], [-0.5, -0.3, -0.7], [0.9, -0.7, -0.1], [-0.7, 0.2, 0.3], [-0.1, 0.0, -0.1], [-0.2, 0.3, -0.1], [-0.5, 0.0, -0.2], [0.2, 0.1, 0.3], [-0.2, -0.2, -0.3], [0.1, 0.3, 0.0], [0.2, -0.8, 0.1], [-0.5, 0.3, -0.7], [-0.7, -0.2, 0.3], [0.9, 0.7, 0.0], [-0.1, 0.0, -0.1], [-0.5, 0.0, -0.2], [-0.2, -0.3, -0.1], [0.2, -0.1, 0.3], [0.1, -0.3, 0.0], [-0.2, 0.2, -0.3], [0.3, -1.2, 0.2], [-0.3, 0.9, -0.4], [-0.4, -0.2, 0.2], [0.4, 1.2, 0.2], [-0.3, 0.2, 0.2], [-0.3, -0.9, -0.4], [-1.1, 0.2, -0.1], [-1.1, -0.3, -0.2], [-0.2, -0.6, -1.3], [0.0, -0.4, 0.1], [-0.1, 0.2, -0.1], [1.1, 0.0, -3.0], [-0.2, 0.7, -1.4], [-0.4, 0.0, -0.3], [-0.2, 0.4, 1.2], [-0.2, 0.0, 0.5], [0.2, 0.3, 0.2], [-0.2, -0.4, 1.2], [0.3, 0.0, 1.3], [0.2, -0.3, 0.2], [0.2, 0.1, 0.7], [0.4, 0.2, -0.1], [-0.3, 0.2, -0.1], [0.4, -0.2, -0.1], [0.2, -0.1, 0.7], [-0.3, -0.2, -0.1], [-0.1, -0.2, -0.1], [0.0, 0.4, 0.1], [-0.4, 0.0, 0.5]], "max_force_ev_per_a": 4.108, "s2": 6.0283, "charge": -1, "total_energy_ev": -69309.399, "spin_multiplicity": 5}